(1)
{"formula": "C3H2FNaO2", "method": "ωB97M-V with the def2-TZVPD basis set", "symbols": ["H", "C", "C", "O", "C", "O", "H", "F", "Na"], "positions_angstrom": [[1.5042, -1.6090, 1.2304], [-0.3757, 0.9701, 0.4889], [-0.5053, -0.1266, -0.3031], [-1.7076, -0.4621, -0.9103], [-1.9186, -1.4075, -1.7168], [0.7631, 1.2952, 1.0045], [-1.1747, 1.7236, 0.3778], [0.6621, -0.5464, -1.0186], [2.7526, 0.1625, 0.8473]], "atomic_forces_ev_per_a": [[0.8, 0.0, 0.2], [1.6, 0.4, -1.0], [2.1, 0.2, -0.7], [-0.1, -0.2, -0.4], [0.0, 0.1, -0.1], [-0.7, 0.5, -0.2], [-0.4, -0.4, 1.0], [-2.0, 0.0, 0.9], [-1.3, -0.5, 0.1]], "nbo_charge": [-0.70, 0.14, 0.39, -0.53, 0.10, -0.85, 0.12, -0.38, 0.70], "multiplicity": 2, "total_charge": -1, "e_lumo_ev": [2.10, 2.10], "homo_ha": [-0.093, -0.093], "total_energy_ev": -14366.3663, "s_squared": 0.76, "gap_ev": [4.64, 4.64]}

---

(2)
{"formula": "C17H27N6OW", "method": "ωB97M-V with the def2-TZVPD basis set", "symbols": ["W", "C", "C", "N", "C", "C", "N", "C", "C", "N", "C", "C", "N", "C", "C", "C", "C", "C", "C", "C", "N", "H", "H", "H", "H", "H", "H", "H", "H", "H", "H", "H", "H", "H", "H", "H", "H", "H", "H", "H", "H", "H", "H", "H", "C", "O", "H", "H", "H", "N", "C", "H"], "positions_angstrom": [[-0.1967, -0.2741, 0.5141], [-0.9660, 3.6978, -1.1919], [-0.6490, 2.2688, -0.9534], [-0.0472, 1.7854, 0.1160], [0.2691, 2.6315, 1.2605], [-0.1150, 1.9451, 2.5951], [0.1400, 0.4729, 2.6392], [1.4548, 0.0965, 3.2186], [2.5599, 0.3714, 2.2069], [2.1677, -0.2500, 0.9144], [2.7999, -1.5931, 0.7334], [1.8328, -2.5644, 0.0172], [0.8138, -1.7708, -0.6519], [0.3354, -2.1052, -1.8377], [0.6822, -3.3411, -2.5706], [-0.5013, -1.0506, -2.3880], [-1.0342, -0.9334, -3.6703], [-1.5733, 0.2882, -4.0645], [-1.4698, 1.3969, -3.2281], [-0.9460, 1.2383, -1.9446], [-0.5702, -0.0020, -1.5102], [-0.0966, 4.3349, -1.0306], [-1.7476, 4.0446, -0.5122], [-1.3198, 3.8695, -2.2024], [-0.2737, 3.5817, 1.2173], [1.3391, 2.8739, 1.2277], [-1.1905, 2.0877, 2.7543], [0.4188, 2.4535, 3.4081], [-0.5490, 0.1089, 3.3083], [1.4288, -0.9759, 3.4500], [1.6483, 0.6392, 4.1516], [3.5041, -0.0378, 2.5793], [2.7159, 1.4435, 2.0775], [2.5650, 0.3394, 0.1735], [3.0742, -2.0070, 1.7062], [3.7236, -1.4928, 0.1540], [1.3610, -3.2378, 0.7459], [2.3946, -3.1882, -0.6830], [0.4726, -4.2153, -1.9526], [1.7487, -3.3679, -2.8113], [0.1299, -3.4381, -3.4995], [-1.0122, -1.7600, -4.3638], [-2.0046, 0.3960, -5.0473], [-1.7941, 2.3623, -3.5838], [-3.3271, 0.2901, 0.6962], [-1.9567, 0.2055, 0.8994], [-3.6135, 1.3369, 0.5334], [-3.8819, -0.0746, 1.5696], [-3.6215, -0.3016, -0.1801], [-1.7501, -2.8914, 1.6863], [-0.9997, -2.0856, 1.3028], [-2.3722, -3.6026, 2.0229]], "atomic_forces_ev_per_a": [[1.8, 0.1, 0.1], [0.0, 0.1, 0.0], [0.6, -0.2, 1.0], [-0.7, 1.0, -1.0], [0.2, 0.3, 0.5], [-0.2, 0.7, -0.2], [-0.2, -0.2, 0.2], [0.6, -0.1, -0.1], [-0.2, 0.1, 0.5], [-0.1, 0.3, -0.4], [-0.1, -0.5, -0.2], [0.4, -0.2, 0.4], [-0.6, -0.6, -1.0], [0.6, 0.2, 1.1], [0.1, -0.1, -0.1], [-0.4, 1.0, 0.2], [0.1, 0.0, 0.4], [0.2, 0.0, 0.2], [0.1, -0.1, 0.3], [-0.1, -1.1, -0.2], [-0.6, 0.2, -1.3], [0.1, 0.0, 0.0], [-0.1, 0.0, 0.1], [0.0, 0.0, 0.0], [0.2, -0.1, 0.0], [-0.2, -0.1, 0.0], [0.3, -0.1, 0.0], [-0.2, -0.2, -0.1], [0.0, 0.0, -0.5], [-0.1, 0.2, 0.0], [-0.1, -0.1, -0.1], [-0.1, 0.1, -0.1], [-0.1, -0.1, -0.1], [-0.3, -0.2, 0.3], [-0.1, 0.1, -0.1], [-0.2, 0.1, 0.1], [0.0, 0.1, -0.2], [-0.2, 0.1, 0.0], [0.0, 0.0, 0.0], [0.0, 0.0, 0.0], [0.0, 0.0, 0.0], [0.0, -0.1, 0.0], [0.0, 0.0, -0.1], [0.0, 0.1, 0.0], [-1.2, 0.1, -0.3], [0.5, -0.1, 0.2], [0.0, -0.2, 0.0], [0.2, 0.0, -0.1], [0.0, 0.1, 0.1], [1.7, 1.4, -0.7], [-1.9, -2.1, 1.1], [-0.2, -0.3, 0.1]], "lowdin_spin": [1.30, 0.01, 0.05, 0.01, 0.00, 0.00, 0.02, 0.00, 0.00, 0.01, 0.00, 0.01, 0.00, 0.08, 0.01, 0.05, -0.01, 0.05, -0.01, 0.05, 0.03, 0.00, 0.00, 0.00, 0.00, 0.00, 0.00, 0.00, 0.00, 0.00, 0.00, 0.00, 0.00, 0.00, 0.00, 0.00, 0.00, 0.00, 0.00, 0.00, 0.00, 0.00, 0.00, 0.00, 0.02, 0.16, 0.01, 0.01, 0.00, 0.06, 0.04, 0.00], "multiplicity": 3, "total_charge": 3, "e_lumo_ev": [-10.25, -11.41], "homo_ha": [-0.643, -0.710], "total_energy_ev": -30855.6917, "s_squared": 2.02, "de_lowest_kj_mol": 46.5, "gap_ev": [7.25, 7.91]}

---

(3)
{"formula": "C27H40N2O3", "method": "ωB97M-V with the def2-TZVPD basis set", "symbols": ["C", "H", "H", "H", "C", "N", "C", "H", "C", "C", "C", "C", "N", "C", "H", "C", "C", "C", "C", "C", "C", "C", "H", "H", "H", "O", "C", "H", "H", "H", "H", "H", "H", "H", "C", "H", "H", "H", "H", "H", "H", "H", "H", "H", "H", "C", "C", "C", "C", "C", "C", "C", "H", "C", "O", "C", "H", "H", "H", "H", "H", "O", "C", "H", "H", "H", "H", "H", "H", "H", "H", "H"], "positions_angstrom": [[3.7811, -1.5905, -2.2714], [3.4651, -2.3895, -1.6068], [3.1291, -1.5878, -3.1412], [4.7960, -1.7934, -2.6055], [3.7427, -0.2335, -1.5572], [2.4814, 0.1690, -0.9686], [1.3735, 0.1468, -1.9057], [0.9722, -0.8685, -2.0570], [0.2230, 1.0699, -1.4955], [-0.8802, 1.0774, -2.5517], [-1.9907, 2.0266, -2.1128], [-1.4231, 3.4131, -1.8173], [-0.4035, 3.3113, -0.7955], [0.0102, 4.5743, -0.2214], [0.8664, 5.0121, -0.7626], [0.3767, 4.4058, 1.2642], [-0.8276, 3.9667, 2.0451], [-1.2133, 2.6321, 2.0100], [-2.3600, 2.2106, 2.6688], [-3.1169, 3.1375, 3.3867], [-2.7290, 4.4599, 3.4268], [-1.5924, 4.8797, 2.7541], [-1.3000, 5.9194, 2.7845], [-3.3194, 5.1727, 3.9840], [-4.0014, 2.7949, 3.9002], [-2.8259, 0.9273, 2.6783], [-2.1380, -0.0395, 1.9224], [-2.6919, -0.9684, 2.0438], [-2.1167, 0.2236, 0.8603], [-1.1147, -0.1849, 2.2838], [-0.6068, 1.9424, 1.4485], [1.1735, 3.6666, 1.3564], [0.7457, 5.3608, 1.6420], [-0.8231, 5.2783, -0.2879], [0.7032, 2.5012, -1.2626], [1.4940, 2.4971, -0.5117], [1.1320, 2.9025, -2.2007], [-2.2220, 4.0613, -1.4485], [-1.0248, 3.8528, -2.7524], [-2.4596, 1.6447, -1.2043], [-2.7566, 2.1022, -2.8869], [-1.2769, 0.0692, -2.6891], [-0.4684, 1.4122, -3.5076], [-0.2163, 0.7116, -0.5617], [1.7656, 0.4983, -2.8647], [2.2048, -0.3651, 0.3572], [1.7960, -1.8177, 0.4362], [2.7142, -2.8110, 0.7396], [2.3423, -4.1456, 0.7821], [1.0300, -4.5134, 0.5197], [0.0872, -3.5181, 0.2282], [0.4795, -2.1950, 0.1935], [-0.2763, -1.4569, -0.0154], [-1.3384, -3.9192, -0.0282], [-2.1435, -2.7874, -0.2604], [-3.4894, -3.1143, -0.4765], [-3.9202, -3.6301, 0.3914], [-4.0164, -2.1758, -0.6384], [-3.6090, -3.7572, -1.3581], [-1.3750, -4.6009, -0.8950], [-1.7150, -4.4866, 0.8394], [0.5583, -5.7969, 0.5318], [1.4574, -6.8365, 0.8323], [1.8772, -6.7280, 1.8376], [2.2715, -6.8889, 0.1020], [0.8727, -7.7539, 0.7844], [3.0867, -4.8877, 1.0246], [3.7407, -2.5478, 0.9537], [1.4116, 0.2489, 0.7926], [3.1083, -0.2103, 0.9540], [4.0204, 0.5453, -2.2782], [4.4921, -0.2261, -0.7615]], "atomic_forces_ev_per_a": [[0.0, 0.2, 0.2], [0.0, -0.1, -0.1], [-0.1, 0.0, -0.1], [0.1, -0.1, -0.1], [0.1, -0.1, -0.2], [0.0, 0.1, 0.0], [-0.2, 0.2, 0.2], [0.0, 0.1, -0.1], [0.3, 0.0, -0.4], [-0.1, 0.0, 0.4], [0.1, 0.2, -0.2], [-0.3, -0.1, 0.1], [0.1, 0.2, -0.3], [0.2, 0.0, 0.1], [-0.1, 0.0, 0.0], [-0.2, 0.1, -0.3], [0.1, 0.1, 0.2], [-0.1, -0.3, 0.1], [0.0, 0.1, 0.1], [0.0, -0.2, 0.0], [-0.1, -0.1, 0.0], [0.1, 0.0, -0.1], [0.1, 0.1, 0.0], [-0.1, 0.0, 0.1], [-0.1, 0.0, 0.1], [-0.1, 0.3, 0.2], [0.1, -0.2, -0.1], [0.1, 0.0, 0.0], [0.0, 0.0, 0.0], [0.0, 0.0, 0.0], [0.0, -0.1, -0.1], [0.1, 0.0, 0.0], [0.1, 0.0, 0.0], [0.0, 0.0, 0.0], [-0.1, -0.3, 0.3], [0.0, 0.0, 0.0], [0.0, 0.0, 0.0], [0.1, 0.0, -0.1], [0.0, 0.0, 0.0], [-0.1, 0.0, 0.0], [-0.1, 0.0, 0.0], [0.0, -0.1, -0.1], [0.1, 0.0, -0.1], [0.0, 0.0, 0.1], [0.0, -0.1, -0.1], [0.0, 0.1, -0.1], [0.2, 0.0, 0.1], [-0.2, 0.2, 0.0], [0.0, -0.3, 0.0], [0.0, 0.2, 0.0], [-0.2, -0.2, 0.0], [0.1, -0.2, 0.1], [-0.1, 0.2, 0.0], [-0.1, -0.3, 0.0], [0.4, 0.1, 0.1], [-0.1, -0.1, 0.0], [0.0, 0.0, 0.0], [-0.1, -0.1, 0.0], [0.0, 0.0, 0.0], [-0.1, 0.1, 0.1], [0.0, 0.0, -0.1], [-0.2, 0.4, -0.1], [0.1, -0.2, 0.0], [0.0, 0.0, -0.1], [0.0, 0.0, 0.0], [0.1, 0.0, 0.0], [0.0, -0.1, 0.0], [0.1, 0.0, 0.0], [0.0, 0.0, 0.1], [-0.1, 0.0, 0.0], [0.1, 0.0, 0.1], [0.0, 0.1, 0.0]], "nbo_charge": [-0.64, 0.21, 0.20, 0.21, -0.20, -0.46, -0.21, 0.18, -0.23, -0.39, -0.40, -0.21, -0.46, -0.20, 0.17, -0.42, 0.02, -0.33, 0.38, -0.28, -0.19, -0.25, 0.20, 0.21, 0.22, -0.52, -0.25, 0.20, 0.17, 0.18, 0.22, 0.21, 0.21, 0.20, -0.22, 0.21, 0.16, 0.20, 0.15, 0.20, 0.21, 0.21, 0.19, 0.19, 0.20, -0.22, -0.07, -0.19, -0.30, 0.29, 0.00, -0.22, 0.23, -0.09, -0.55, -0.24, 0.17, 0.20, 0.17, 0.18, 0.18, -0.50, -0.25, 0.18, 0.18, 0.20, 0.22, 0.21, 0.20, 0.20, 0.19, 0.19], "e_lumo_ev": 0.72, "homo_ha": -0.293, "total_energy_ev": -37769.9962, "de_lowest_kj_mol": 8.7, "smiles": "CCN(Cc1ccc(OC)c(COC)c1)C[C@@H]1CCCN(CCc2cccc(OC)c2)C1", "gap_ev": 8.69}